{"formula": "C6H4O", "method": "wB97M-V/def2-TZVPD", "elements": ["C", "C", "C", "C", "O", "C", "C", "H", "H", "H", "H"], "positions_angstrom": [[0.896, 0.633, -1.885], [0.249, -0.449, -1.178], [-0.092, -1.270, -0.338], [0.205, -0.762, 1.021], [1.328, -0.595, 1.440], [-0.979, -0.357, 1.755], [-1.970, -0.079, 2.377], [0.809, 0.521, -2.964], [1.953, 0.632, -1.595], [0.447, 1.582, -1.577], [-2.846, 0.145, 2.944]], "forces_ev_per_angstrom": [[0.04, 0.06, -0.17], [-0.06, -0.22, 0.00], [0.51, 0.70, -0.12], [0.15, -0.18, 0.40], [-0.46, -0.30, 0.05], [-0.52, 0.05, 0.57], [0.33, -0.13, -0.19], [0.04, 0.09, -0.08], [-0.13, 0.02, -0.19], [0.00, -0.11, -0.18], [0.10, 0.03, -0.09]], "lowdin_charge": [-0.0561, -0.0405, 0.0591, -0.4933, 0.0961, -0.0389, 0.1534, 0.0868, 0.0991, 0.0972, 0.0372], "spin_multiplicity": 1, "e_homo_ev": -10.1}